{"formula": "C16H29N4OPb2", "method": "wB97M-V/def2-TZVPD", "species": ["Pb", "Pb", "O", "N", "N", "N", "N", "C", "C", "C", "C", "C", "C", "C", "C", "C", "C", "C", "C", "C", "C", "C", "C", "H", "H", "H", "H", "H", "H", "H", "H", "H", "H", "H", "H", "H", "H", "H", "H", "H", "H", "H", "H", "H", "H", "H", "H", "H", "H", "H", "H", "H"], "positions_angstrom": [[-21.23292, -20.32459, -14.60695], [-19.26608, -18.05397, -17.10459], [-20.60279, -18.08750, -15.22863], [-20.40565, -19.16921, -12.34301], [-22.44021, -19.36927, -17.04737], [-18.41548, -15.87829, -15.79592], [-23.44886, -19.15473, -13.60241], [-24.82256, -15.84781, -14.06082], [-25.56976, -20.20364, -18.16279], [-23.42918, -16.55321, -13.93223], [-16.13877, -13.23711, -14.83886], [-18.37387, -13.28898, -16.13273], [-17.36712, -16.75527, -11.11083], [-25.94515, -16.81403, -14.49577], [-26.99821, -20.04107, -18.67657], [-23.47423, -19.16040, -17.51324], [-18.41358, -14.72898, -15.90742], [-23.45525, -18.01770, -13.78840], [-24.73638, -18.89196, -18.16052], [-16.92434, -12.73341, -16.06740], [-20.15193, -18.07557, -12.09531], [-19.90454, -16.69053, -11.75883], [-18.80576, -16.35998, -10.71401], [-24.71353, -18.31505, -19.08613], [-26.89032, -16.27737, -14.56316], [-17.02392, -11.65249, -16.08453], [-25.65226, -20.59318, -17.14447], [-26.07220, -17.65695, -13.81916], [-22.91387, -16.27848, -13.01179], [-16.60265, -14.14139, -14.44275], [-20.22380, -17.30964, -14.79758], [-19.10676, -16.80297, -9.76468], [-16.71771, -16.38650, -10.31696], [-18.79636, -13.07070, -17.11408], [-22.94520, -16.25693, -14.86209], [-16.17120, -12.43404, -14.09992], [-18.96931, -12.82063, -15.34545], [-18.89502, -15.29317, -10.50710], [-25.07810, -21.01283, -18.70553], [-17.01521, -16.29602, -12.03316], [-25.73343, -17.13367, -15.51941], [-15.07542, -13.42159, -14.97062], [-17.26611, -17.83952, -11.11737], [-19.82373, -16.15486, -12.71106], [-20.83914, -16.32529, -11.31889], [-25.05943, -15.45889, -13.07262], [-27.56544, -19.36950, -18.02900], [-27.57671, -20.95732, -18.77199], [-27.01894, -19.59497, -19.67378], [-16.38714, -13.12126, -16.93397], [-24.84512, -15.06112, -14.80989], [-25.29657, -18.16783, -17.55535]], "forces_ev_per_angstrom": [[-1.148, 1.254, 1.197], [-0.470, 0.963, 1.109], [1.151, -0.393, -1.675], [-0.132, -0.307, -0.980], [0.291, -0.294, 0.477], [-0.600, -0.778, -0.561], [0.968, -0.518, -0.572], [-1.060, -1.206, 0.758], [-0.534, -0.884, -0.128], [-0.833, -0.046, -0.234], [-0.518, 1.016, 0.461], [0.521, 0.221, 0.527], [-0.644, 0.266, 0.893], [0.304, 0.523, -0.178], [-0.128, 0.913, -0.437], [0.519, 0.591, -0.643], [0.024, 0.111, -0.520], [-0.330, 0.555, -0.427], [-1.598, -0.102, 0.712], [0.639, -1.266, -0.058], [0.179, -0.357, 0.478], [-0.442, 0.708, 0.495], [0.307, -0.140, -0.485], [0.716, -0.651, -0.423], [0.004, 0.015, 0.178], [0.250, 0.001, -0.227], [0.248, 0.266, 0.161], [0.008, -0.083, -0.102], [0.264, 0.687, -0.294], [0.185, -0.004, 0.265], [-0.094, -0.160, 0.648], [0.152, -0.346, -0.076], [0.128, -0.090, -0.054], [-0.260, -0.094, 0.066], [0.812, -0.442, 0.268], [-0.144, -0.377, 0.381], [-0.192, -0.021, -0.104], [0.113, 0.092, -0.317], [0.243, 0.284, -0.243], [-0.183, -0.108, -0.158], [-0.033, -0.397, 0.081], [-0.094, -0.076, -0.538], [0.114, -0.025, -0.264], [0.413, 0.103, 0.078], [-0.126, -0.104, -0.092], [-0.111, 0.312, -0.157], [-0.007, -0.022, 0.040], [0.371, -0.239, 0.285], [0.118, 0.030, -0.005], [-0.209, 0.516, -0.335], [0.666, 0.252, 0.268], [0.185, -0.149, 0.459]], "total_charge": 3, "orbital_gap_ev": 6.9567, "lumo_ev": -11.757, "e_tot_ev": -35538.26421, "homo_ha": -0.688, "largest_force_ev_per_a": 2.08, "e_above_lowest_kcal_mol": 0.00}

---

{"formula": "C16H30As3Cl3N3PdSeSi", "method": "wB97M-V/def2-TZVPD", "species": ["Pd", "Se", "As", "As", "As", "Cl", "Cl", "Cl", "Si", "N", "N", "N", "C", "C", "C", "C", "C", "C", "C", "C", "C", "C", "C", "C", "C", "C", "C", "C", "H", "H", "H", "H", "H", "H", "H", "H", "H", "H", "H", "H", "H", "H", "H", "H", "H", "H", "H", "H", "H", "H", "H", "H", "H", "H", "H", "H", "H", "H"], "positions_angstrom": [[-0.54696, -0.19036, -0.15638], [1.49989, -3.49393, 1.71692], [-2.71209, 6.07329, 1.54280], [-1.26012, 0.92093, 1.76662], [-0.04645, 1.99140, -1.24841], [-3.77918, -1.52167, -0.92424], [-1.97527, -3.63248, 0.80344], [-0.59598, -2.04103, -1.86105], [-1.92358, -1.85860, -0.18049], [3.20799, -3.50145, 1.31443], [1.24029, -1.80450, 1.25373], [2.53033, -0.08031, 0.32557], [-3.10612, 5.33474, 3.32176], [-3.15010, 4.55668, 0.33991], [1.67969, 2.81745, -1.53481], [-2.32354, 2.53378, 1.55149], [-3.24260, 2.36240, -0.78654], [3.71622, 0.24186, -0.09648], [-0.75392, 6.05990, 1.68800], [0.34381, 1.54919, 2.63055], [3.48914, -2.30220, 0.83598], [2.40162, -1.36043, 0.80483], [4.77025, -1.88304, 0.35801], [-0.71256, 1.91875, -3.06500], [4.86890, -0.61643, -0.10219], [-2.13992, -0.07949, 3.15830], [-1.01189, 3.48751, -0.43821], [-2.40405, 3.21377, 0.17084], [5.60731, -2.56709, 0.37567], [-3.21140, 6.17463, 4.00698], [-1.69264, 1.44863, -3.08417], [3.82673, 1.25439, -0.47259], [-2.82512, 1.36174, -0.91978], [2.30469, 2.11246, -2.08036], [-4.18854, 4.34460, 0.61917], [-1.88849, 3.23010, 2.26941], [0.92137, 2.15584, 1.93499], [-1.50924, -0.93959, 3.37914], [-4.25910, 2.24657, -0.40628], [-4.05627, 4.80104, 3.30020], [-3.21391, 5.02390, -0.64725], [-0.77078, 2.91705, -3.49787], [5.80658, -0.23025, -0.47618], [-0.36869, 5.16097, 2.17221], [-0.47651, 6.92130, 2.29468], [-3.32931, 2.29199, 1.90236], [-2.32563, 4.67944, 3.70681], [-2.28502, 0.51996, 4.05573], [-3.30716, 2.83885, -1.76660], [2.14377, 3.03369, -0.57320], [1.58165, 3.73889, -2.10727], [0.94632, 0.69081, 2.92118], [0.06909, 2.13576, 3.50727], [-3.10253, -0.42657, 2.78461], [-0.29742, 6.18025, 0.70692], [-0.34030, 3.90594, 0.31236], [-0.02025, 1.30993, -3.64550], [-1.10952, 4.23900, -1.22684]], "forces_ev_per_angstrom": [[0.353, 0.610, -0.014], [-0.190, -0.092, 0.194], [0.018, 0.140, -0.010], [-0.040, -0.182, -0.084], [0.055, -0.013, -0.008], [-0.231, -0.021, 0.034], [-0.002, -0.036, 0.144], [-0.048, -0.018, -0.004], [-0.243, -0.522, -0.155], [0.183, 0.078, -0.184], [0.081, -0.001, -0.096], [0.064, -0.087, 0.063], [-0.012, -0.014, 0.015], [-0.058, -0.064, -0.040], [0.076, -0.010, 0.071], [0.055, 0.169, -0.092], [-0.021, -0.023, 0.007], [0.043, 0.037, -0.004], [0.022, -0.038, 0.028], [0.061, 0.019, 0.033], [0.163, -0.089, 0.082], [-0.067, 0.107, -0.044], [-0.076, -0.014, 0.047], [-0.009, 0.036, -0.059], [-0.043, 0.026, 0.015], [-0.063, -0.042, -0.041], [-0.087, 0.072, 0.022], [0.042, -0.015, 0.061], [-0.018, -0.026, 0.004], [-0.005, 0.001, 0.000], [-0.001, -0.003, -0.020], [0.062, -0.025, -0.001], [0.004, -0.022, -0.006], [0.012, 0.041, -0.025], [0.006, -0.030, -0.010], [-0.034, 0.002, 0.027], [-0.009, 0.013, 0.004], [-0.037, -0.013, 0.053], [0.003, -0.009, 0.006], [0.004, -0.006, 0.003], [-0.003, -0.012, 0.001], [0.001, -0.002, -0.004], [-0.019, 0.034, -0.015], [0.021, -0.006, -0.027], [0.004, -0.008, 0.013], [-0.016, 0.012, -0.027], [-0.008, -0.019, 0.002], [0.020, 0.028, -0.014], [-0.009, 0.009, 0.003], [0.006, 0.001, -0.007], [-0.033, -0.005, -0.003], [-0.003, 0.000, 0.008], [0.039, -0.002, 0.014], [-0.010, -0.010, 0.042], [0.009, 0.020, 0.004], [0.007, 0.007, 0.006], [-0.016, 0.007, -0.027], [0.000, 0.016, 0.019]], "total_charge": 1, "orbital_gap_ev": 7.2266, "lumo_ev": -3.711, "e_tot_ev": -318334.13010, "homo_ha": -0.402, "largest_force_ev_per_a": 0.71, "e_above_lowest_kcal_mol": 25.04}

---

{"formula": "C16H30BCuF4O8S3", "method": "wB97M-V/def2-TZVPD", "species": ["Cu", "S", "S", "S", "F", "F", "F", "F", "O", "O", "O", "O", "O", "O", "O", "O", "C", "C", "C", "C", "C", "C", "C", "C", "C", "C", "C", "C", "C", "C", "C", "C", "B", "H", "H", "H", "H", "H", "H", "H", "H", "H", "H", "H", "H", "H", "H", "H", "H", "H", "H", "H", "H", "H", "H", "H", "H", "H", "H", "H", "H", "H", "H"], "positions_angstrom": [[14.49553, 1.40207, -27.88507], [11.36086, -0.32761, -28.37462], [17.98786, 2.08724, -28.40261], [14.68549, 1.96935, -31.48521], [13.52216, 3.08568, -25.10088], [14.82459, 1.26588, -25.69643], [15.21683, 3.29148, -26.65983], [15.72847, 2.96402, -24.42768], [15.17927, -0.81561, -27.61541], [18.48434, 3.02089, -29.38003], [14.25776, 1.66118, -30.14573], [12.49521, 0.31204, -27.75303], [16.63107, -2.34814, -26.89908], [10.11267, -0.42948, -27.66976], [16.63284, 1.62094, -28.54261], [13.73547, 1.98000, -32.56875], [11.04381, 0.36306, -30.01535], [19.13155, 1.67326, -26.07970], [14.60992, -2.17828, -25.69539], [20.05209, 1.09932, -27.17401], [11.41816, -1.99075, -30.40706], [15.45766, -1.68398, -26.84308], [16.87083, 1.78758, -32.89076], [11.74351, -0.60343, -30.94925], [19.09868, 0.68051, -28.28182], [15.66455, 3.46383, -31.47724], [16.03667, 0.92169, -31.96076], [16.68804, -3.39260, -25.90724], [11.86635, -1.96456, -28.95407], [18.29629, 2.74732, -26.75540], [15.29462, -3.49008, -25.28662], [16.94781, 3.20940, -32.26793], [14.80633, 2.67705, -25.42364], [17.44933, -3.11324, -25.17299], [14.74783, -4.35393, -25.66972], [20.62901, 0.26216, -26.78825], [15.70049, -0.04736, -32.32423], [11.35544, 1.40450, -30.00501], [10.37846, -2.30765, -30.50530], [15.89390, 3.55429, -30.40799], [18.90020, 3.63255, -26.95991], [18.49984, 0.88484, -25.66375], [15.35081, -3.65158, -24.21199], [16.35809, 1.86990, -33.85490], [17.09518, 3.92880, -33.06946], [20.70596, 1.89608, -27.53451], [18.51218, -0.18658, -27.97609], [13.61242, -2.34731, -26.08867], [17.77652, 3.27201, -31.56539], [11.39239, -2.66818, -28.27380], [17.86185, 1.39283, -33.10112], [17.35161, 3.04273, -26.30258], [15.08605, 4.36457, -31.67034], [12.82066, -0.44441, -30.98001], [16.65334, 0.68152, -31.08573], [9.95892, 0.30692, -30.09809], [11.96145, -2.76768, -30.95382], [19.72548, 2.07602, -25.25957], [17.07132, -4.28779, -26.39416], [19.52380, 0.51745, -29.26931], [12.95293, -2.01147, -28.89402], [14.62769, -1.43989, -24.89790], [11.37270, -0.48005, -31.96850]], "forces_ev_per_angstrom": [[-0.080, -0.188, -0.126], [0.059, -0.066, -0.545], [0.029, 0.013, 0.753], [0.725, 0.251, -0.648], [0.316, -0.133, -0.077], [-0.011, 0.004, 0.139], [-0.147, -0.022, 0.087], [0.075, -0.015, -0.104], [0.269, -0.071, -0.541], [0.187, 0.121, -0.395], [-0.742, -0.172, 0.300], [0.041, 0.277, 0.184], [-0.055, -0.128, -0.121], [-0.011, -0.034, 0.249], [-0.242, -0.205, -0.330], [-0.266, -0.052, 0.156], [0.014, 0.058, 0.715], [0.284, -0.081, 0.213], [0.490, -0.748, -0.174], [-0.356, 0.083, 0.241], [0.472, -0.987, -0.196], [-0.108, 0.205, 0.471], [-0.510, 0.464, -0.670], [-0.628, 0.080, -0.688], [-0.088, -0.006, -0.080], [0.085, 0.260, 1.365], [1.176, -0.521, 0.555], [0.544, 0.220, 0.232], [-0.152, 0.278, 0.249], [0.119, 0.162, -0.401], [-0.210, -0.388, 0.033], [-0.033, -0.375, -0.247], [-0.277, 0.208, 0.138], [-0.141, 0.160, 0.000], [0.062, 0.090, -0.187], [0.157, 0.013, -0.154], [-0.324, 0.238, -0.383], [0.224, -0.056, -0.159], [-0.182, 0.540, 0.074], [0.178, -0.073, -0.122], [-0.027, 0.047, 0.121], [-0.050, 0.025, -0.056], [0.040, 0.213, 0.030], [0.040, -0.072, 0.042], [-0.012, 0.133, 0.087], [0.210, -0.153, 0.046], [-0.128, 0.041, -0.071], [-0.208, 0.290, 0.301], [0.046, 0.014, -0.143], [0.038, -0.161, -0.124], [0.009, -0.151, 0.210], [0.042, -0.213, 0.062], [-0.196, -0.253, -0.618], [0.009, 0.057, 0.178], [-0.409, 0.288, 0.253], [-0.001, 0.016, -0.202], [0.151, 0.127, 0.071], [-0.123, 0.107, 0.014], [-0.329, -0.079, -0.092], [0.116, 0.024, 0.013], [0.015, 0.048, 0.162], [-0.240, 0.214, -0.120], [0.063, 0.037, 0.028]], "total_charge": 0, "orbital_gap_ev": 8.1170, "lumo_ev": 0.252, "e_tot_ev": -122156.61734, "homo_ha": -0.289, "largest_force_ev_per_a": 1.40, "e_above_lowest_kcal_mol": 0.00}

---

{"formula": "C16H30Cl2N5O2", "method": "wB97M-V/def2-TZVPD", "species": ["Cl", "Cl", "O", "O", "N", "N", "N", "N", "N", "C", "C", "C", "C", "C", "C", "C", "C", "C", "C", "C", "C", "C", "C", "C", "C", "H", "H", "H", "H", "H", "H", "H", "H", "H", "H", "H", "H", "H", "H", "H", "H", "H", "H", "H", "H", "H", "H", "H", "H", "H", "H", "H", "H", "H", "H"], "positions_angstrom": [[1.33049, 1.78589, -4.27825], [-0.49067, 4.27327, -1.30447], [1.49863, -2.50192, 4.01033], [0.01207, -1.83975, 5.52386], [1.76013, 0.51967, -0.28423], [3.10878, 3.30873, 0.03710], [0.42629, 1.79844, -1.48621], [0.21361, -1.14652, 0.36291], [-0.30698, 0.73745, -1.00537], [1.67327, 1.62222, -1.01048], [-1.16973, -1.63837, 0.31826], [-0.20874, 2.80902, -2.28960], [1.31153, -1.76429, 1.14832], [-3.05357, -2.04413, -1.44212], [2.23341, -1.04530, 5.74218], [0.52771, -0.03325, -0.27606], [0.96710, -3.10766, 1.77355], [-2.12687, -0.64394, 1.00637], [0.52076, 3.20243, -3.58065], [-0.47652, 3.80348, -4.57765], [0.42677, -2.96528, 3.18688], [-1.55539, -2.05310, -1.12456], [2.81116, 2.57176, -1.19965], [1.12622, -1.81659, 5.10630], [-3.53657, -0.75198, -2.12377], [-0.99960, -1.48246, -1.86639], [-3.22991, -2.85091, -2.15162], [-0.40615, -2.26167, 3.22447], [-3.83099, 0.00969, -1.40268], [-4.39445, -0.95668, -2.75810], [-2.74463, -0.37072, -2.77221], [1.87618, -3.70393, 1.82912], [2.59993, 3.28508, -1.98562], [2.18044, -1.87230, 0.50457], [-0.84693, 3.04566, -5.26124], [2.61098, -1.61476, 6.58914], [0.25068, -3.68758, 1.19841], [-1.20012, -3.07900, -1.23013], [-1.33424, 4.21187, -4.04247], [-0.03146, 4.62608, -5.12604], [-1.24948, -2.54432, 0.90177], [-2.52786, 0.11791, 0.34451], [-3.65084, -2.27037, -0.56217], [2.36704, 3.97604, 0.22294], [3.06128, -0.87217, 5.06063], [1.83536, -0.09855, 6.08975], [1.26493, 3.96377, -3.37082], [3.68915, 1.98432, -1.45520], [-1.63770, -0.18448, 1.86264], [-1.28120, 0.62842, -1.23437], [0.05975, -3.91850, 3.56397], [3.11506, 2.66582, 0.82162], [-1.18908, 2.42779, -2.56422], [-2.98167, -1.18690, 1.40324], [1.60263, -1.06745, 1.93355]], "forces_ev_per_angstrom": [[0.139, -0.105, -0.073], [-0.036, 0.057, -0.015], [0.205, 0.282, -0.593], [-1.108, 0.073, 0.227], [0.100, 0.265, -0.065], [-0.451, -0.144, -0.202], [0.251, -0.258, 0.142], [0.090, -0.190, -0.111], [-0.165, 0.058, 0.018], [-0.273, -0.214, -0.143], [-0.676, 0.518, -0.187], [0.057, 0.015, 0.041], [0.066, -0.249, 0.000], [0.103, 0.200, -0.611], [0.436, -0.072, -0.157], [0.142, 0.144, 0.020], [0.036, 0.024, 0.488], [-0.019, -0.331, 0.025], [-0.297, 0.433, -0.274], [-0.207, -0.004, 0.319], [-0.153, -0.352, -0.131], [-0.021, -0.490, 0.514], [0.167, 0.189, 0.703], [0.458, 0.045, 0.211], [0.087, -0.295, 0.312], [-0.035, 0.092, -0.091], [-0.040, -0.119, 0.055], [0.005, 0.086, 0.121], [0.015, 0.148, -0.036], [-0.113, 0.101, 0.001], [-0.019, 0.127, -0.100], [0.063, -0.014, -0.079], [0.114, -0.015, -0.131], [-0.062, 0.063, -0.185], [0.036, -0.034, -0.095], [-0.026, 0.048, 0.128], [0.090, -0.061, -0.246], [0.143, 0.000, -0.110], [-0.004, 0.095, 0.032], [0.102, -0.090, -0.193], [0.389, 0.001, 0.203], [0.048, 0.188, 0.060], [-0.045, -0.035, 0.077], [0.072, 0.082, 0.011], [0.020, -0.027, -0.062], [-0.035, 0.019, 0.156], [0.219, -0.188, 0.159], [-0.005, -0.044, -0.224], [0.048, 0.147, -0.019], [-0.024, -0.043, -0.011], [0.008, -0.054, 0.050], [0.212, 0.007, 0.022], [-0.044, -0.115, 0.045], [-0.094, -0.001, -0.058], [0.031, 0.036, 0.063]], "total_charge": 1, "orbital_gap_ev": 9.8385, "lumo_ev": -2.749, "e_tot_ev": -53663.47311, "homo_ha": -0.463, "smiles": "CCC[C@H](C)N(CCCOC(C)=O)c1nc(CN)n([C@@H](Cl)[C@H](C)Cl)[nH+]1", "largest_force_ev_per_a": 1.13}